{"formula": "C27H21Cl2N6O7RhSe", "method": "ωB97M-V with the def2-TZVPD basis set", "energy_ev": -145016.1292, "homo_ev": -1.52, "charge": -2, "mol_weight_da": 794.27, "relative_energy_kcal_mol": 10.43, "species": ["Rh", "O", "C", "O", "C", "C", "C", "C", "C", "N", "C", "O", "O", "H", "H", "H", "Se", "N", "C", "C", "C", "C", "C", "C", "N", "H", "H", "H", "H", "C", "C", "C", "C", "C", "C", "O", "N", "C", "O", "N", "C", "O", "H", "H", "H", "H", "H", "H", "H", "H", "H", "H", "H", "Cl", "C", "C", "C", "C", "C", "Cl", "C", "N", "H", "H", "H"], "positions_angstrom": [[-0.0374, 0.7898, 0.3671], [-1.4585, 4.2196, -1.2543], [-1.0672, 3.2808, -0.5771], [-0.1762, 2.4120, -0.8888], [-1.6522, 3.0579, 0.8039], [-2.2895, 3.9993, 1.5889], [-2.6746, 3.6409, 2.8730], [-2.4254, 2.3551, 3.3381], [-1.7924, 1.4678, 2.4914], [-1.4424, 1.8366, 1.2689], [-1.3508, 0.0581, 2.8380], [-1.7071, -0.4617, 3.8847], [-0.6267, -0.4735, 1.9161], [-2.4551, 4.9849, 1.1777], [-3.1491, 4.3697, 3.5190], [-2.6849, 2.0265, 4.3344], [2.2547, 2.4178, 0.0664], [1.1804, 1.9123, 1.4600], [2.1343, 1.3242, 2.3809], [1.8258, 0.7165, 3.5761], [2.8374, 0.2282, 4.4160], [4.1610, 0.3778, 4.0712], [4.4874, 1.0350, 2.8815], [3.4910, 1.5080, 2.0464], [3.7579, 2.2576, 0.8758], [0.7971, 0.5761, 3.8684], [2.5658, -0.2834, 5.3324], [4.9452, -0.0066, 4.7146], [5.5193, 1.1799, 2.5830], [-2.8024, 0.3648, -3.9147], [-3.6190, -0.3428, -2.8398], [-2.8420, -1.4709, -2.1444], [-3.7002, -2.0807, -1.0162], [-2.9535, -3.0946, -0.1565], [-2.5492, -2.5627, -3.1569], [-3.4311, -3.0891, -3.8212], [-1.2508, -2.9235, -3.2655], [-0.1388, -2.3943, -2.5259], [0.9309, -2.9183, -2.7502], [-0.3754, -1.3746, -1.6716], [-1.5815, -0.8970, -1.5045], [-1.7838, 0.0860, -0.7297], [-3.3945, 1.1404, -4.4033], [-2.4714, -0.3362, -4.6851], [-1.9207, 0.8423, -3.4830], [-4.5252, -0.7791, -3.2664], [-3.9096, 0.3711, -2.0678], [-4.5761, -2.5374, -1.4839], [-4.0409, -1.2509, -0.3936], [-2.5511, -3.9112, -0.7613], [-3.6221, -3.5305, 0.5877], [-2.1231, -2.6261, 0.3754], [-1.0194, -3.6665, -3.9105], [1.9850, -1.7905, 1.1325], [3.0777, -1.3580, -0.1261], [4.1420, -2.2036, -0.3808], [5.0861, -1.8878, -1.3408], [4.9461, -0.7076, -2.0547], [3.8648, 0.1120, -1.8037], [3.6961, 1.5693, -2.7491], [2.8618, -0.1624, -0.8397], [1.8154, 0.6830, -0.6644], [4.2252, -3.1113, 0.2031], [5.9223, -2.5499, -1.5277], [5.6609, -0.4187, -2.8138]], "nbo_charge": [1.20, -0.66, 0.76, -0.67, 0.12, -0.21, -0.18, -0.21, 0.11, -0.32, 0.74, -0.67, -0.68, 0.23, 0.20, 0.23, 1.54, -0.83, 0.17, -0.25, -0.26, -0.24, -0.25, 0.08, -0.93, 0.21, 0.19, 0.19, 0.20, -0.62, -0.37, -0.26, -0.36, -0.62, 0.72, -0.66, -0.67, 0.79, -0.62, -0.65, 0.69, -0.71, 0.20, 0.20, 0.23, 0.21, 0.22, 0.20, 0.22, 0.20, 0.20, 0.24, 0.41, 0.03, -0.09, -0.21, -0.27, -0.24, -0.07, -0.04, 0.22, -0.93, 0.21, 0.19, 0.20]}